The following is a quantum chemistry calculation of a molecular structure, C15H40ClO15S5Ti, from the Open Molecules 2025 dataset.

Element x y z (Å)
Ti -1.76579 -0.51317 0.68472
Cl -4.51159 -0.34016 0.78221
O 2.65466 -1.66091 -1.22655
S 2.08923 -0.44464 -0.60114
O 0.84102 -0.47758 0.15246
O 3.21197 0.29582 0.35373
C 4.59977 0.36405 -0.07104
C 5.30196 -0.56484 0.92704
C 1.97276 0.89520 -1.90792
H 4.93118 1.37756 0.15498
H 4.70922 0.14350 -1.13286
H 6.33504 -0.75625 0.63686
H 4.77943 -1.52016 0.97630
H 5.20350 -0.20096 1.94979
H 1.56344 1.77899 -1.41855
H 1.25552 0.50277 -2.62878
H 2.91693 1.18767 -2.36736
O -0.48219 0.47220 -4.03257
S -1.53238 0.40996 -3.00335
O -1.30222 0.10489 -1.58620
O -2.39226 1.81720 -3.08249
C -2.73609 2.34631 -4.33348
C -2.25216 3.73678 -4.39079
C -2.79331 -0.75086 -3.70219
H -3.81434 2.23371 -4.44657
H -2.26193 1.82959 -5.16790
H -2.58707 4.41095 -5.17910
H -1.17490 3.86728 -4.49362
H -2.51039 4.27046 -3.47612
H -3.73124 -0.66602 -3.15338
H -2.32802 -1.72455 -3.54880
H -2.95796 -0.59708 -4.76865
O -0.17240 3.54681 -0.61034
S -1.00314 3.02333 0.44537
O -0.93603 1.59822 0.83158
O -0.81191 3.97631 1.79715
C -0.57044 5.37709 1.69018
C 0.95342 5.49908 1.49060
C -2.74210 3.45140 -0.04529
H -0.85303 5.92965 2.58624
H -1.20695 5.83774 0.93469
H 1.30718 6.52828 1.42972
H 1.23711 5.09818 0.51752
H 1.54899 4.98235 2.24318
H -3.07062 2.72638 -0.78994
H -2.71204 4.45436 -0.47103
H -3.48100 3.26121 0.73315
O -1.18498 -0.63302 2.96246
S -1.05856 -0.66607 4.42908
O -2.25869 -0.93991 5.26450
O 0.04843 -1.81162 4.93929
C 1.30924 -1.86291 4.30688
C 1.53199 -2.99144 3.23614
C -0.17002 0.85258 5.04345
H 1.87757 -2.21128 5.16928
H 1.64623 -0.87245 4.00104
H 2.58192 -3.28428 3.23279
H 1.17055 -2.70050 2.24982
H 0.96010 -3.87989 3.50388
H -0.89381 1.66616 4.99549
H 0.82461 0.94484 4.60721
H 0.00295 0.77467 6.11682
O -2.48879 -3.94081 -2.52017
S -1.40778 -3.61221 -1.60887
O -1.66098 -2.76935 -0.46592
O -0.77892 -5.08897 -1.16452
C -0.23654 -5.14072 0.15159
C 0.08605 -6.67561 0.43540
C 0.07943 -3.07559 -2.60149
H -1.02703 -4.86278 0.84871
H 0.61916 -4.48111 0.29582
H -0.80679 -7.28547 0.29746
H 0.49246 -6.67716 1.44679
H 0.84166 -6.95759 -0.29783
H 0.07020 -3.59577 -3.55931
H 1.03798 -3.32539 -2.14666
H 0.07356 -2.01445 -2.85055

For the largest force on an atom, the calculation gives 3.9 eV/Å. The spin multiplicity is 4. For the total energy, the calculation gives -5024.520058 hartree. For the HOMO-LUMO gap (alpha / beta), the calculation gives 3.6 / 7.5 eV. The LUMO energy (alpha / beta) is 0.173 / 0.163 eV. The expectation value of S² is 3.75. As for the energy above the lowest of the compared OMol25 structures with the same formula, charge and spin: 339.9 kJ/mol.